<one>
ORCA calculation (the ωB97M-V functional and the def2-TZVPD basis) on a structure of composition C34H28BrCl2FN3O3S2Ti.

Element x y z (Å)
Br 1.41 -3.33 0.35
Ti -0.55 0.06 -0.31
Cl -0.70 -1.23 2.22
Cl -4.74 -2.75 -1.07
S -1.69 -1.97 -0.76
S 2.40 -0.40 2.21
F -4.41 -0.55 -5.86
O -1.90 0.68 0.55
O 1.99 0.74 3.09
O 1.72 -3.59 -4.72
N 0.61 1.56 0.48
N 1.06 3.38 1.58
N 1.14 -1.17 -1.41
C -4.41 -2.47 2.88
C -2.83 3.43 3.47
C -2.19 1.56 1.54
C 1.26 -0.65 -2.66
C -3.77 2.49 3.08
C -0.95 1.43 -1.90
C 1.88 1.99 0.12
C -1.45 0.75 -4.27
C -3.58 -0.08 -4.91
C 1.33 -2.50 -1.33
C -2.30 0.27 -5.26
C -3.11 -2.05 3.06
C 4.92 0.71 2.39
C 1.47 -1.39 -3.80
C 1.56 -2.77 -3.69
C 6.21 0.95 1.92
C 6.60 0.48 0.67
C 2.93 -1.73 3.30
C 0.13 2.44 1.37
C 5.71 -0.24 -0.12
C 2.17 3.12 0.81
C -2.31 -1.85 1.95
C -4.91 -2.66 1.61
C -1.87 0.89 -2.95
C -4.04 0.04 -3.62
C -2.75 -2.08 0.64
C 1.53 -3.33 -2.41
C -3.19 0.53 -2.65
C -4.09 -2.48 0.51
C 4.05 -0.03 1.60
C -1.56 3.40 2.93
C -3.45 1.55 2.12
C 4.42 -0.50 0.35
C -1.21 2.47 1.96
H -0.04 1.83 -2.36
H -3.54 0.65 -1.63
H 6.91 1.50 2.53
H -4.16 0.80 1.78
H 2.48 1.46 -0.59
H -1.45 2.25 -1.38
H -1.98 0.19 -6.30
H 1.56 -0.88 -4.75
H -0.45 1.07 -4.55
H -5.05 -2.65 3.74
H 3.50 -2.45 2.72
H 4.59 1.09 3.35
H 1.22 0.42 -2.72
H -2.70 -1.89 4.05
H 6.01 -0.60 -1.09
H 3.72 -1.08 -0.24
H -0.84 4.13 3.27
H 0.98 4.15 2.22
H -3.09 4.19 4.20
H 2.05 -2.20 3.73
H 7.60 0.67 0.32
H 1.67 -3.12 -5.56
H -5.06 -0.25 -3.38
H 1.66 -4.39 -2.28
H -4.76 2.48 3.52
H -5.94 -2.96 1.45
H 3.04 3.75 0.80
H 3.55 -1.29 4.09

Highest occupied orbital energy, eV: -10.36
Total charge: +1
Kohn-Sham gap, hartree: 0.25945
Spin multiplicity: 1

Results of the Mulliken charge analysis, in e, for atoms 1 through 6: 0.04 0.09 0.03 -0.17 -0.34 1.03


<two>
ORCA calculation (the ωB97M-V functional and the def2-TZVPD basis) on a structure of composition C34H28BrCl2FN3O3S2Ti.

Element x y z (Å)
Br -0.23 2.91 -2.88
Ti 0.46 0.97 0.62
Cl 0.65 4.60 4.66
Cl 0.04 -0.48 3.02
S 1.00 2.41 2.38
S -1.09 -2.14 0.59
F -5.87 0.66 3.33
O 1.88 -0.70 -5.86
O -0.78 -0.69 0.25
O 1.68 2.06 -0.24
N 2.12 -0.53 0.44
N 0.44 0.33 -2.11
N 4.03 -1.38 -0.20
C -0.58 0.35 5.51
C 0.33 2.00 3.95
C 1.36 -1.34 -3.59
C 2.27 -1.77 1.02
C 4.17 3.08 -2.65
C -0.08 0.71 4.28
C 0.47 1.17 -3.14
C -1.28 -4.74 -2.45
C 3.10 3.12 -1.78
C -0.30 2.63 6.21
C 1.41 -0.42 -4.63
C 4.92 1.91 -2.78
C -1.02 -4.17 -1.21
C -2.13 -2.13 -1.94
C -3.75 1.66 3.20
C -1.46 -2.88 -0.97
C -3.63 0.96 0.52
C 3.51 0.84 -1.13
C 0.20 2.96 4.96
C -4.79 0.98 2.60
C -2.54 1.62 1.09
C 3.46 -2.31 0.64
C 2.74 2.00 -1.03
C 3.20 -0.32 -0.30
C -1.95 -4.01 -3.43
C -2.72 -2.12 1.31
C 0.87 -0.91 -2.37
C -4.76 0.65 1.26
C -1.34 1.96 0.25
C -2.37 -2.71 -3.17
C 4.59 0.81 -2.03
C -0.69 1.32 6.49
C -2.64 1.98 2.43
C 0.95 0.87 -4.40
H -1.08 3.02 0.31
H -1.08 1.07 7.46
H 5.17 -0.10 -2.15
H 2.51 4.02 -1.67
H 5.75 1.87 -3.47
H -0.88 -0.67 5.70
H 4.43 3.96 -3.22
H -1.54 1.70 -0.79
H 3.93 -3.24 0.89
H -0.95 -5.75 -2.66
H -2.68 -1.51 2.21
H 4.95 -1.44 -0.61
H 1.56 -2.20 1.69
H -2.96 -3.16 1.55
H 0.85 -1.61 -1.54
H -5.62 0.16 0.81
H -2.88 -2.15 -3.94
H 0.95 1.61 -5.19
H -3.43 -1.71 0.60
H -1.84 2.56 2.89
H -2.42 -1.11 -1.74
H -3.82 1.95 4.24
H -2.14 -4.46 -4.39
H 2.17 -1.62 -5.91
H -0.39 3.40 6.96
H -0.48 -4.72 -0.45
H -3.61 0.73 -0.54
H 1.70 -2.36 -3.72

Highest occupied orbital energy, eV: -10.43
Total charge: +1
Kohn-Sham gap, hartree: 0.28067
Spin multiplicity: 1

Results of the Mulliken charge analysis, in e, for atoms 1 through 6: -0.05 0.33 -0.18 -0.09 -0.30 0.32


Result of the stability comparison: <two> is the most stable of them.


<one>
ORCA calculation (the ωB97M-V functional and the def2-TZVPD basis) on a cluster of 2 separate species, C2H3IN2O in total.

Element x y z (Å)
I 3.84 0.78 -0.24
O -1.43 0.55 0.12
N -0.68 -1.45 0.19
N 0.37 -0.62 -0.11
C -1.72 -0.72 0.26
C -0.12 0.54 -0.21
H 0.18 1.54 -0.59
H -2.69 -0.84 0.74
H 2.24 0.22 -0.16

Highest occupied orbital energy, eV: -9.72
Total charge: 0
SMILES: c1nnco1.I
Kohn-Sham gap, hartree: 0.38289
Spin multiplicity: 1

Results of the Mulliken charge analysis, in e, for atoms 1 through 6: -0.13 -0.30 -0.53 -0.15 0.11 0.14


<two>
ORCA calculation (the ωB97M-V functional and the def2-TZVPD basis) on the molecule C2H3IN2O.

Element x y z (Å)
I 1.91 -0.82 -3.05
O -0.89 0.53 -2.46
N -0.79 0.69 -0.16
N 1.35 -0.80 -0.06
C 0.89 -0.49 -1.28
C -0.40 0.33 -1.40
H -1.56 1.27 0.14
H 2.35 -1.02 0.05
H -0.11 0.15 0.56

Highest occupied orbital energy, eV: -9.72
Total charge: 0
SMILES: [H]/N=C(\I)C(N)=O
Kohn-Sham gap, hartree: 0.34444
Spin multiplicity: 1

Results of the Mulliken charge analysis, in e, for atoms 1 through 6: 0.16 -0.54 -0.33 -0.66 0.29 0.30


Result of the stability comparison: <two> is the most stable of them.


<one>
ORCA calculation (the ωB97M-V functional and the def2-TZVPD basis) on a cluster of 2 separate species, C4H14N2 in total.

Element x y z (Å)
N -1.55 0.13 0.81
N 1.91 -0.43 -0.99
C -2.76 -0.24 0.07
C 2.61 0.37 0.01
C -1.65 -0.26 2.21
C 1.50 0.39 -2.13
H 2.33 0.95 -2.58
H 0.74 1.11 -1.78
H 1.89 1.09 0.44
H 1.05 -0.26 -2.90
H -2.62 -0.01 -1.00
H 2.97 -0.29 0.82
H -0.75 -0.35 0.38
H -3.02 -1.31 0.16
H -1.89 -1.33 2.35
H 2.54 -1.17 -1.32
H -0.70 -0.04 2.72
H -2.45 0.34 2.68
H 3.46 0.93 -0.40
H -3.60 0.36 0.45

Highest occupied orbital energy, eV: -8.67
Total charge: 0
SMILES: CNC.CNC
Kohn-Sham gap, hartree: 0.35936
Spin multiplicity: 1

Results of the Mulliken charge analysis, in e, for atoms 1 through 6: -0.32 -0.35 -0.85 -0.88 -0.84 -0.88


<two>
ORCA calculation (the ωB97M-V functional and the def2-TZVPD basis) on a cluster of 2 separate species, C4H14N2 in total.

Element x y z (Å)
N 4.44 2.76 -3.91
N 4.92 0.42 -2.93
C -3.89 -1.26 3.63
C -3.72 -2.35 2.46
C -3.59 0.10 2.95
C 4.02 1.20 -3.96
H 4.27 -0.09 -2.31
H -4.55 0.56 2.85
H 5.79 0.97 -2.54
H -3.14 -1.59 4.42
H 4.48 3.04 -4.94
H -2.65 -2.73 2.50
H -3.87 -2.04 1.44
H 5.45 2.58 -3.52
H 3.01 1.21 -3.55
H -3.02 0.82 3.57
H 4.24 0.98 -5.03
H -4.84 -1.44 4.03
H -3.07 0.08 1.95
H -4.29 -3.21 2.92

Highest occupied orbital energy, eV: -9.10
Total charge: 0
SMILES: CCC.NCN
Kohn-Sham gap, hartree: 0.37731
Spin multiplicity: 1

Results of the Mulliken charge analysis, in e, for atoms 1 through 6: -0.62 -0.53 -0.29 -1.03 -1.01 -0.14


<three>
ORCA calculation (the ωB97M-V functional and the def2-TZVPD basis) on a cluster of 2 separate species, C4H14N2 in total.

Element x y z (Å)
N -2.43 -0.19 3.14
N -1.39 2.00 2.90
C 0.52 -1.76 -2.84
C 1.85 -1.00 -3.06
C -1.65 0.89 3.77
C 1.99 0.24 -2.20
H -3.33 0.21 2.87
H -2.31 1.30 4.54
H 2.61 -1.76 -2.88
H 1.99 -0.76 -4.12
H -0.83 0.41 4.32
H -2.05 -0.32 2.20
H 0.56 -2.22 -1.85
H 0.29 -2.47 -3.63
H 1.60 1.17 -2.63
H -1.08 2.78 3.46
H 1.63 0.08 -1.18
H 3.02 0.57 -2.05
H -0.69 1.88 2.17
H -0.30 -1.05 -2.92

Highest occupied orbital energy, eV: -9.56
Total charge: 0
SMILES: CCC.NCN
Kohn-Sham gap, hartree: 0.38101
Spin multiplicity: 1

Results of the Mulliken charge analysis, in e, for atoms 1 through 6: -0.63 -0.58 -1.12 -0.19 -0.31 -1.04


Result of the stability comparison: <three> is the most stable of them.


<one>
ORCA calculation (the ωB97M-V functional and the def2-TZVPD basis) on the molecule C9H17NO.

Element x y z (Å)
O 1.82 1.40 0.00
N -0.89 0.94 0.03
C -2.35 1.39 -0.06
C -1.48 -1.33 0.67
C 2.96 -0.56 0.03
C 0.60 -0.27 1.40
C -0.65 0.01 -1.08
C 0.79 -0.21 -1.31
C -0.88 -0.10 1.21
C 1.57 0.04 0.02
C -1.48 -1.33 -0.84
H 1.02 0.47 2.12
H 2.92 -1.69 -0.60
H 3.48 0.27 -0.71
H 0.93 1.69 0.21
H -3.14 0.64 -0.43
H 0.89 -1.30 -1.78
H -0.84 -2.20 1.09
H -0.88 -2.09 -1.31
H -2.36 2.20 -0.75
H -2.50 -1.31 -1.07
H -1.15 0.41 -1.99
H 1.19 0.43 -2.04
H 3.43 -0.46 1.05
H -1.28 0.33 2.09
H -2.84 1.74 0.85
H -2.52 -1.49 0.91
H 0.87 -1.25 1.96

Highest occupied orbital energy, eV: -9.43
Total charge: 0
SMILES: CN1[C@@H]2CC[C@H]1C[C@](C)(O)C2
Kohn-Sham gap, hartree: 0.37847
Spin multiplicity: 1

Results of the Mulliken charge analysis, in e, for atoms 1 through 6: -0.64 -0.45 -0.98 -0.59 -1.32 -1.48


<two>
ORCA calculation (the ωB97M-V functional and the def2-TZVPD basis) on a cluster of 2 separate species, C9H17NO in total.

Element x y z (Å)
O 0.72 1.62 0.99
N -1.22 -0.43 -1.16
C 1.83 0.88 -0.91
C 1.86 -0.63 -0.65
C -2.16 -3.56 0.48
C -0.43 0.12 -1.83
C -1.47 -2.19 0.43
C 0.94 3.26 -0.89
C 1.21 2.23 2.14
C -2.22 -1.18 -0.51
C 1.32 1.88 -0.25
H -1.49 -1.78 1.51
H -3.01 -3.78 1.14
H 2.87 -1.15 -0.70
H 1.93 3.49 -1.39
H -0.01 3.15 -1.56
H 0.64 4.01 -0.07
H 2.28 1.15 -1.83
H 1.27 -0.93 -1.55
H -1.26 -4.29 0.42
H 0.84 1.77 3.01
H 2.24 2.31 2.22
H -0.41 -2.32 0.07
H 1.25 -0.85 0.26
H 0.77 3.23 2.32
H -2.84 -1.66 -1.24
H -2.63 -3.89 -0.47
H -2.81 -0.43 0.02

Highest occupied orbital energy, eV: -8.34
Total charge: 0
Kohn-Sham gap, hartree: 0.33953
Spin multiplicity: 1

Results of the Mulliken charge analysis, in e, for atoms 1 through 6: -0.20 0.12 -0.19 -0.93 -1.28 -0.36


Result of the stability comparison: <one> is the most stable of them.


<one>
ORCA calculation (the ωB97M-V functional and the def2-TZVPD basis) on a cluster of 2 separate species, C2H10NO in total.

Element x y z (Å)
O -0.53 1.20 0.50
N -0.14 -1.07 -0.93
C 1.26 -0.58 -1.28
C -1.07 1.04 1.86
H -0.89 -0.37 -0.72
H 1.93 -0.70 -0.49
H -1.28 -0.08 2.03
H 0.27 1.57 0.48
H 1.70 -1.11 -2.14
H 0.09 -1.65 -0.06
H -0.48 -1.58 -1.78
H -1.98 1.63 1.90
H 1.37 0.40 -1.66
H -0.25 1.30 2.28

Highest occupied orbital energy, eV: -14.95
Total charge: +1
Kohn-Sham gap, hartree: 0.41135
Spin multiplicity: 1

Results of the Mulliken charge analysis, in e, for atoms 1 through 6: -0.53 -0.28 -0.91 -0.49 0.34 0.38


<two>
ORCA calculation (the ωB97M-V functional and the def2-TZVPD basis) on a cluster of 2 separate species, C2H10NO in total.

Element x y z (Å)
O 2.74 -0.07 -0.66
N 0.19 -0.69 0.20
C -0.55 0.57 0.13
C -2.09 0.19 0.30
H 3.40 -0.56 -1.19
H -0.02 -1.18 -0.73
H -0.19 1.19 0.92
H -0.13 -1.31 0.98
H -0.16 1.10 -0.68
H -2.54 1.23 0.55
H 3.17 0.74 -0.62
H -2.62 -0.25 -0.57
H -2.47 -0.42 1.16
H 1.29 -0.53 0.19

Highest occupied orbital energy, eV: -16.69
Total charge: +1
Kohn-Sham gap, hartree: 0.48869
Spin multiplicity: 1

Results of the Mulliken charge analysis, in e, for atoms 1 through 6: -0.63 -0.35 -0.56 -0.97 0.32 0.38


Result of the stability comparison: <two> is the most stable of them.


<one>
ORCA calculation (the ωB97M-V functional and the def2-TZVPD basis) on the molecule C7H9P.

Element x y z (Å)
P -0.22 -1.39 0.00
C 3.96 -0.09 0.32
C -0.76 -0.03 -1.16
C -3.47 -0.68 0.42
C 1.42 -0.68 0.14
C -2.65 0.34 0.63
C 2.61 -0.52 0.22
C -1.24 0.26 0.25
H 4.52 -1.05 0.35
H 0.17 0.34 -1.67
H -0.48 0.84 0.69
H -2.89 -1.53 0.23
H -1.44 -0.44 -1.91
H -3.04 1.16 1.14
H -4.57 -0.83 0.67
H 4.14 0.44 -0.59
H 4.01 0.53 1.21

Highest occupied orbital energy, eV: -8.43
Total charge: 0
SMILES: C=C[C@@H]1CP1C#CC
Kohn-Sham gap, hartree: 0.34528
Spin multiplicity: 1

Results of the Mulliken charge analysis, in e, for atoms 1 through 6: -0.11 -1.23 -0.61 -0.75 -1.03 -0.18


<two>
ORCA calculation (the ωB97M-V functional and the def2-TZVPD basis) on a cluster of 2 separate species, C7H9P in total.

Element x y z (Å)
P 4.27 1.32 0.06
C -1.44 -0.41 -1.69
C -0.30 -0.03 0.50
C -1.35 -0.28 -0.23
C 1.60 0.17 2.21
C -2.60 -0.66 0.51
C 4.14 1.34 -1.47
C 0.64 0.19 1.32
H -0.34 -0.44 -2.01
H 4.12 1.48 -2.48
H -2.02 -1.28 -1.97
H -3.39 -0.78 -0.15
H -2.03 0.34 -2.18
H 2.69 0.25 2.05
H 1.31 0.13 3.28
H -2.50 -1.54 1.12
H -2.80 0.20 1.13

Highest occupied orbital energy, eV: -8.39
Total charge: 0
SMILES: C=C=C=C(C)C.C#P
Kohn-Sham gap, hartree: 0.32891
Spin multiplicity: 1

Results of the Mulliken charge analysis, in e, for atoms 1 through 6: -0.37 -1.30 0.51 0.54 -1.04 -1.38


Result of the stability comparison: <one> is the most stable of them.